# 1
Entry from OMol25: 3 unconnected molecules or ions with the total composition C4H16NO2 in a non-equilibrium geometry (ωB97M-V with the def2-TZVPD basis set).

Results
Highest occupied orbital energy in hartree: -0.552
Gap between HOMO and LUMO in eV: 12.3
Charge: +1
M in g/mol: 110.18

Geometry (Å):
C  -0.201  -1.263  -2.334
C  -0.461  -0.324  -1.121
N  -0.324  -1.172  0.151
C  1.019  -1.845  0.246
C  -1.777  0.389  -1.113
H  0.717  -1.056  -2.885
H  -0.113  -2.297  -2.023
H  -0.969  -1.000  -3.058
H  0.412  0.318  -1.023
H  -1.061  -1.845  0.319
H  -0.411  -0.644  1.031
H  1.276  -1.840  1.304
H  1.803  -1.264  -0.231
H  0.979  -2.829  -0.204
H  -2.342  0.215  -0.192
H  -1.718  1.457  -1.300
H  -2.480  -0.031  -1.840
H  -0.422  1.127  2.935
H  0.773  1.661  2.122
O  -0.009  1.070  2.080
H  1.949  4.188  1.821
H  1.628  3.658  3.098
O  1.731  3.327  2.216

---

# 2
Entry from OMol25: 2 unconnected molecules or ions with the total composition C4H9N3 in a non-equilibrium geometry (ωB97M-V with the def2-TZVPD basis set).

Results
Highest occupied orbital energy (spin up / spin down) in hartree: -0.697 / -0.697
Gap between HOMO and LUMO (spin up / spin down) in eV: 6.3 / 6.3
Charge: +2
M in g/mol: 99.14

Geometry (Å):
C  2.133  -0.250  0.695
C  0.865  -2.054  -0.123
C  1.308  1.424  -0.495
C  -2.308  0.650  0.650
N  2.244  1.000  0.499
N  1.064  -0.799  -0.061
N  0.358  0.247  -0.665
H  2.712  -0.804  1.290
H  0.056  -2.679  -0.708
H  1.517  -2.633  0.367
H  0.683  2.257  -0.340
H  1.765  1.685  -1.514
H  -1.791  -0.182  0.770
H  -2.459  1.526  1.401
H  -2.892  0.606  -0.210
H  -0.036  0.227  -1.624

---

# 3
Entry from OMol25: a molecular structure, C22H26N5O5Ti (ωB97M-V with the def2-TZVPD basis set).

Results
Highest occupied orbital energy (spin up / spin down) in hartree: -0.287 / -0.289
Gap between HOMO and LUMO (spin up / spin down) in eV: 7.9 / 7.9
M in g/mol: 488.35
2S+1: 2

Geometry (Å):
Ti  -0.128  -0.353  0.554
C  0.240  1.335  3.173
C  -0.714  1.479  2.160
C  -1.584  0.344  2.222
C  -1.135  -0.463  3.295
C  -0.011  0.137  3.866
H  1.030  2.039  3.392
H  -0.850  2.341  1.524
H  -2.553  0.265  1.751
H  -1.584  -1.393  3.612
H  0.589  -0.273  4.665
O  3.150  -2.375  2.090
C  2.547  -1.556  1.436
O  1.240  -1.505  1.359
C  3.287  -0.448  0.691
C  2.847  0.934  1.209
C  3.899  1.984  0.886
C  3.759  2.086  -0.651
C  2.577  1.154  -0.920
O  1.772  1.293  0.288
C  2.991  -0.312  -0.842
C  1.850  -1.209  -1.317
O  2.037  -2.313  -1.765
O  0.669  -0.630  -1.192
H  4.348  -0.609  0.871
H  2.463  0.933  2.223
H  4.892  1.680  1.215
H  3.651  2.928  1.371
H  4.647  1.749  -1.186
H  3.543  3.105  -0.970
H  1.974  1.401  -1.790
H  3.873  -0.543  -1.438
N  -2.374  -4.132  -2.712
C  -2.047  -3.818  -1.416
C  -1.504  -2.560  -1.100
N  -1.208  -2.251  0.148
C  -1.421  -3.161  1.108
C  -1.976  -4.379  0.777
N  -2.295  -4.712  -0.471
H  -1.852  -3.669  -3.437
H  -2.534  -5.115  -2.870
H  -1.280  -1.826  -1.862
H  -1.114  -2.912  2.111
H  -2.159  -5.119  1.546
C  -1.220  4.146  -2.439
C  -1.672  2.848  -1.865
C  -2.890  2.205  -1.895
C  -2.715  1.016  -1.162
N  -1.467  0.937  -0.715
N  -0.851  2.053  -1.160
C  -3.729  -0.044  -0.893
H  -2.048  4.635  -2.947
H  -0.417  4.000  -3.162
H  -0.858  4.817  -1.659
H  -3.790  2.545  -2.378
H  0.092  2.234  -0.846
H  -4.690  0.409  -0.650
H  -3.426  -0.678  -0.063
H  -3.874  -0.680  -1.769

---

# 4
Entry from OMol25: a single C4H4F2N2O molecule in a non-equilibrium geometry (ωB97M-V with the def2-TZVPD basis set).

Results
Highest occupied orbital energy (spin up / spin down) in hartree: -0.353 / -0.353
Gap between HOMO and LUMO (spin up / spin down) in eV: 8.0 / 8.0
M in g/mol: 134.09

Geometry (Å):
C  -0.274  0.213  0.225
C  -1.610  0.039  -0.023
C  0.352  -1.978  -1.116
C  0.581  -0.452  -0.841
N  -1.786  -0.516  -1.201
N  -0.973  -2.247  -0.962
O  1.352  -2.646  -1.483
F  -3.131  -0.838  -1.558
F  -1.633  -3.165  -1.684
H  0.152  0.515  1.164
H  -2.422  0.196  0.648
H  0.288  0.092  -1.826
H  1.689  -0.464  -0.658

---

# 5
Entry from OMol25: 4 unconnected molecules or ions with the total composition C20H41IN4O9S2 in a non-equilibrium geometry (ωB97M-V with the def2-TZVPD basis set).

Results
Highest occupied orbital energy in hartree: -0.297
Gap between HOMO and LUMO in eV: 8.2
M in g/mol: 672.61
Structure (SMILES): CCSC[C@@]1(N(C)C(C)=O)OS(=O)(=O)O[C@]1(I)CCCO.CNC(C)=O.CNC(C)=O.CNC(C)=O

Geometry (Å):
C  -4.764  1.952  1.846
C  -4.362  0.490  1.650
S  -2.639  0.145  2.084
C  -1.834  1.459  1.116
C  -0.406  1.167  0.580
N  -0.186  1.479  -0.820
C  -1.209  0.917  -1.716
C  0.034  2.895  -1.089
C  -1.034  3.916  -0.772
O  1.079  3.240  -1.616
O  0.454  2.121  1.312
S  0.786  1.528  2.752
O  2.143  1.742  3.095
O  -0.202  1.931  3.693
O  0.498  -0.014  2.373
C  0.322  -0.142  0.962
I  -0.621  -1.994  0.384
C  1.699  -0.229  0.245
C  2.669  -1.216  0.899
C  4.103  -0.701  0.878
O  4.191  0.655  1.277
H  -5.834  2.073  1.959
H  -4.472  2.517  0.964
H  -4.269  2.387  2.707
H  -4.994  -0.148  2.258
H  -4.530  0.206  0.614
H  -2.506  1.716  0.309
H  -1.772  2.334  1.751
H  -0.746  0.289  -2.471
H  -1.717  1.721  -2.247
H  -1.935  0.307  -1.192
H  -1.082  4.618  -1.596
H  -2.013  3.487  -0.602
H  -0.746  4.471  0.114
H  1.482  -0.603  -0.748
H  2.137  0.751  0.102
H  2.394  -1.482  1.916
H  2.671  -2.142  0.329
H  4.665  -1.320  1.579
H  4.560  -0.849  -0.093
H  4.655  0.722  2.104
C  -0.488  -6.672  2.077
N  0.573  -5.828  1.561
C  1.241  -5.935  0.381
C  0.853  -7.071  -0.537
O  2.115  -5.138  0.088
H  -1.387  -6.078  2.249
H  -0.184  -7.115  3.027
H  -0.723  -7.468  1.380
H  0.878  -5.049  2.123
H  1.472  -7.018  -1.427
H  1.017  -8.034  -0.051
H  -0.194  -6.991  -0.831
C  -7.642  3.619  -2.401
N  -7.559  3.364  -0.975
C  -7.309  4.250  0.028
C  -7.083  5.692  -0.359
O  -7.270  3.878  1.188
H  -8.630  3.342  -2.773
H  -6.895  3.027  -2.931
H  -7.472  4.668  -2.615
H  -7.702  2.421  -0.650
H  -6.897  6.264  0.545
H  -6.219  5.785  -1.018
H  -7.962  6.100  -0.859
C  9.308  -2.124  -1.474
N  7.870  -2.275  -1.582
C  6.969  -1.412  -2.127
C  7.502  -0.121  -2.702
O  5.782  -1.685  -2.140
H  9.810  -2.938  -2.000
H  9.610  -2.154  -0.426
H  9.630  -1.182  -1.903
H  7.449  -3.115  -1.217
H  6.666  0.450  -3.091
H  8.001  0.468  -1.932
H  8.202  -0.319  -3.514

---

# 6
Entry from OMol25: a single C15H24N2O4 molecule (ωB97M-V with the def2-TZVPD basis set).

Results
Highest occupied orbital energy in hartree: -0.333
Gap between HOMO and LUMO in eV: 9.7
M in g/mol: 296.37
Structure (SMILES): CC(C)N1C(=O)CC[C@@H]1C(=O)N1CCC2(CC1)OCCO2

Geometry (Å):
C  2.579  1.996  -1.942
C  3.538  0.976  -1.340
C  3.828  -0.167  -2.312
N  3.054  0.455  -0.068
C  3.937  0.074  0.881
O  5.140  0.052  0.749
C  3.165  -0.257  2.150
C  1.713  -0.329  1.694
C  1.681  0.489  0.386
C  0.702  -0.171  -0.588
O  1.054  -1.062  -1.335
N  -0.578  0.279  -0.577
C  -1.220  1.117  0.407
C  -2.137  0.279  1.301
C  -3.187  -0.445  0.445
C  -2.481  -1.265  -0.645
C  -1.542  -0.369  -1.449
O  -4.060  0.520  -0.118
C  -5.380  0.048  0.026
C  -5.295  -0.812  1.289
O  -3.977  -1.314  1.241
H  3.029  2.421  -2.835
H  1.640  1.525  -2.224
H  2.377  2.807  -1.245
H  4.490  1.473  -1.104
H  2.923  -0.737  -2.502
H  4.212  0.228  -3.249
H  4.574  -0.828  -1.878
H  3.333  0.552  2.864
H  3.528  -1.181  2.594
H  1.445  -1.363  1.470
H  1.013  0.060  2.433
H  1.396  1.533  0.571
H  -0.493  1.644  1.020
H  -1.834  1.854  -0.123
H  -1.566  -0.475  1.843
H  -2.645  0.923  2.019
H  -1.925  -2.068  -0.162
H  -3.228  -1.708  -1.304
H  -0.990  -0.957  -2.183
H  -2.124  0.407  -1.955
H  -6.043  0.907  0.119
H  -5.672  -0.557  -0.843
H  -5.986  -1.654  1.298
H  -5.437  -0.203  2.192

---

# 7
Entry from OMol25: a molecular structure, C23H43FN5OS2SiSr in a non-equilibrium geometry (ωB97M-V with the def2-TZVPD basis set).

Results
Highest occupied orbital energy in hartree: -0.120
Gap between HOMO and LUMO in eV: 5.3
Charge: -1
M in g/mol: 604.47

Geometry (Å):
Sr  -0.698  -0.918  0.247
C  2.834  -2.058  0.627
C  2.640  -1.320  1.963
N  1.497  -0.420  1.904
C  0.763  -0.275  3.160
C  0.253  -1.584  3.748
S  -0.723  -2.703  2.687
C  0.523  -3.781  1.870
C  0.856  -3.568  0.390
N  1.574  -2.373  0.020
H  3.481  -2.927  0.828
H  3.363  -1.403  -0.069
H  3.572  -0.819  2.256
H  2.442  -2.057  2.737
H  1.751  0.499  1.563
H  -0.079  0.386  2.953
H  1.368  0.205  3.944
H  -0.439  -1.321  4.550
H  1.045  -2.173  4.213
H  0.098  -4.783  1.936
H  1.420  -3.802  2.488
H  -0.045  -3.561  -0.236
H  1.408  -4.480  0.099
H  1.485  -2.217  -0.981
C  -0.180  3.664  -2.370
C  0.327  4.231  -1.042
N  0.887  3.217  -0.171
C  2.257  2.828  -0.377
C  2.500  1.946  -1.607
S  1.430  0.480  -1.759
C  0.463  0.836  -3.261
C  -0.945  1.399  -3.019
N  -1.058  2.539  -2.133
H  -0.706  4.471  -2.898
H  0.671  3.404  -3.009
H  1.038  5.048  -1.250
H  -0.524  4.671  -0.519
H  0.670  3.382  0.800
H  2.934  3.698  -0.467
H  2.583  2.281  0.513
H  2.407  2.526  -2.522
H  3.534  1.595  -1.570
H  1.081  1.488  -3.881
H  0.370  -0.122  -3.769
H  -1.366  1.646  -4.002
H  -1.571  0.603  -2.609
H  -0.947  2.230  -1.174
C  -2.245  -4.059  -2.025
Si  -1.035  -2.896  -2.887
C  -1.976  -2.083  -4.298
C  0.313  -3.993  -3.649
O  -0.367  -1.828  -1.894
H  -2.729  -4.727  -2.744
H  -3.024  -3.463  -1.542
H  -1.767  -4.692  -1.269
H  -2.482  -2.823  -4.925
H  -1.320  -1.491  -4.943
H  -2.738  -1.423  -3.875
H  -0.098  -4.723  -4.354
H  0.849  -4.548  -2.871
H  1.048  -3.384  -4.184
F  -0.521  4.393  5.895
C  -0.931  3.651  4.814
C  -0.850  4.187  3.545
C  -1.260  3.431  2.457
C  -1.741  2.100  2.575
C  -2.035  1.265  1.453
C  -1.859  1.641  3.918
C  -1.457  2.390  5.011
H  -0.491  5.201  3.414
H  -1.258  3.890  1.475
H  -2.248  1.784  0.520
H  -2.792  0.505  1.657
H  -2.289  0.657  4.086
H  -1.560  2.006  6.020
N  -4.227  -0.887  -1.294
C  -3.157  -0.691  -0.883

---

# 8
Entry from OMol25: a molecular structure, C13H39N7Na2O11 in a non-equilibrium geometry (ωB97M-V with the def2-TZVPD basis set).

Results
Highest occupied orbital energy in hartree: -0.318
Gap between HOMO and LUMO in eV: 7.3
M in g/mol: 515.47

Geometry (Å):
Na  0.256  -3.583  -0.451
Na  1.162  0.425  -0.625
C  -0.464  -1.312  -0.328
O  -1.151  -2.229  0.171
O  -0.681  -0.144  -0.056
O  0.587  -1.627  -0.854
C  4.078  0.172  -2.533
O  3.723  0.328  -1.179
C  4.148  1.526  -0.539
C  3.403  1.732  0.801
N  1.971  1.925  0.529
C  1.122  2.013  1.784
C  -0.375  2.348  1.467
O  -0.437  3.628  0.777
C  -1.743  4.190  0.793
H  5.167  0.202  -2.583
H  3.627  0.938  -3.164
H  3.974  -0.781  -3.050
H  3.895  2.424  -1.103
H  5.221  1.373  -0.425
H  3.726  2.664  1.266
H  3.538  0.884  1.472
H  2.013  2.862  0.154
H  1.488  2.876  2.341
H  1.272  1.102  2.362
H  -0.944  2.424  2.394
H  -0.782  1.528  0.876
H  -2.422  3.517  0.270
H  -1.879  5.140  0.277
H  -2.078  4.317  1.822
C  0.824  -1.226  -3.584
O  1.187  -0.956  -4.726
N  1.450  -1.950  -2.686
N  -0.260  -0.744  -3.076
H  2.312  -2.307  -3.071
H  1.198  -1.987  -1.709
H  -0.693  0.051  -3.526
H  -0.404  -1.119  -2.149
C  -1.131  0.000  2.757
O  -1.181  0.408  3.946
N  0.017  0.006  2.139
N  -2.060  -0.409  2.015
H  0.101  -0.108  1.139
H  0.845  0.202  2.684
H  -1.731  -0.776  1.133
H  -3.012  -0.557  2.316
C  -2.427  1.456  -1.263
O  -3.269  2.210  -1.627
N  -2.194  1.228  -0.016
N  -1.678  0.713  -2.014
H  -1.535  0.497  0.211
H  -2.876  1.556  0.653
H  -1.692  0.806  -3.019
H  -1.100  0.053  -1.514
C  -3.746  -1.365  -0.546
O  -3.197  -2.636  -0.666
H  -3.687  -1.165  0.524
H  -3.311  -0.571  -1.151
H  -4.803  -1.365  -0.812
H  -2.296  -2.659  -0.336
C  -2.730  -3.050  1.854
O  -1.389  -3.014  2.090
H  -2.861  -3.660  0.961
H  -3.229  -3.397  2.759
H  -3.061  -2.034  1.638
H  -1.077  -2.560  1.303
C  2.333  -1.788  1.133
O  2.347  -1.264  -0.179
H  1.421  -1.526  1.670
H  2.395  -2.874  1.068
H  3.283  -1.487  1.575
H  1.500  -1.497  -0.564